1.
{
  "formula": "C2Br2N2P",
  "method": "wB97M-V/def2-TZVPD",
  "elements": ["C", "C", "N", "N", "P", "Br", "Br"],
  "xyz": [[0.47216, -0.31252, -1.97908], [0.02517, 1.78053, 1.93152], [-0.03732, -0.30327, -3.00389], [0.74605, 2.20398, 2.69403], [0.65693, -0.99851, -0.13153], [-1.48404, 0.55497, 0.95806], [-0.37896, -2.92517, -0.46911]],
  "charge": 1,
  "gap_ev": 8.0,
  "energy_ha": -5674.64775,
  "homo_ev": -16.481,
  "relative_energy_kcal_mol": 39.58
}

***

2.
{
  "formula": "C2Br3NO2",
  "method": "wB97M-V/def2-TZVPD",
  "elements": ["C", "C", "N", "O", "O", "Br", "Br", "Br"],
  "xyz": [[-0.87965, 0.19964, 0.46192], [-2.09035, 0.01443, -0.10172], [0.27963, 0.08408, 0.74588], [1.38547, 0.29415, 1.10711], [3.48725, -0.70530, -1.58078], [3.93069, 0.13563, -0.23287], [-3.12307, 1.62513, -0.29520], [-2.98996, -1.64776, -0.10433]],
  "charge": 0,
  "gap_ev": [8.1, 6.8],
  "energy_ha": -8003.22026,
  "homo_ev": [-9.874, -8.697],
  "relative_energy_kcal_mol": 160.18
}

***

3.
{
  "formula": "C2BrF3S",
  "method": "wB97M-V/def2-TZVPD",
  "elements": ["C", "C", "F", "F", "F", "S", "Br"],
  "xyz": [[-0.95736, 0.13680, 0.64745], [0.60398, 0.01611, -0.87616], [-0.45966, 0.59683, 1.77523], [-1.18923, -1.18473, 0.78773], [0.71649, -1.15114, -1.58893], [-0.80517, 0.93195, -0.85285], [2.09095, 0.65418, 0.10752]],
  "spin_multiplicity": 3,
  "s_squared": 2.010,
  "charge": 0,
  "gap_ev": [7.5, 9.2],
  "energy_ha": -3347.82237,
  "homo_ev": [-7.169, -10.723],
  "relative_energy_kcal_mol": 43.02
}

***

4.
{
  "formula": "C2BrO2S",
  "method": "wB97M-V/def2-TZVPD",
  "elements": ["C", "C", "O", "O", "S", "Br"],
  "xyz": [[-0.24853, 0.75819, -0.06342], [-1.43146, 0.37652, -0.20623], [2.42167, 0.71185, 0.46587], [1.15996, -1.21859, -0.59516], [1.24056, -0.25435, 0.53253], [-3.14220, -0.37361, -0.13359]],
  "spin_multiplicity": 3,
  "s_squared": 2.016,
  "charge": -1,
  "gap_ev": [4.5, 6.6],
  "energy_ha": -3198.73320,
  "homo_ev": [-1.283, -4.889],
  "relative_energy_kcal_mol": 21.39
}